#1
A 2-piece molecular cluster, C9H13O5 overall. Source: OMol25; level of theory: ωB97M-V/def2-TZVPD.

Atoms and positions in Å:
O (3.99875, -0.48995, -3.59481)
O (4.29378, -1.71424, -3.68619)
H (2.58309, 0.05502, -3.63473)
O (1.55284, 0.36744, -3.45580)
C (1.40873, 0.80361, -2.23429)
C (0.19755, 0.57369, -1.45517)
C (0.43600, 0.16713, 0.02663)
O (0.10904, -0.78491, -0.97393)
C (1.83288, 0.11974, 0.54173)
C (-0.65693, 0.41783, 0.99127)
C (-1.15281, -0.55218, 1.78783)
C (-2.17660, -0.21708, 2.77737)
O (-2.57012, 0.94925, 2.94165)
C (-2.74021, -1.37033, 3.57143)
C (-1.09906, 1.17571, -1.90484)
H (2.26816, 1.30224, -1.76614)
H (2.06817, 1.04590, 1.08911)
H (1.91499, -0.71760, 1.25168)
H (2.55018, -0.01906, -0.27748)
H (-1.03561, 1.44723, 1.04795)
H (-0.82681, -1.59761, 1.70571)
H (-2.23509, -2.31241, 3.34837)
H (-2.64531, -1.15503, 4.63887)
H (-3.80772, -1.47822, 3.35145)
H (-1.03150, 2.27038, -1.92183)
H (-1.31810, 0.83148, -2.92654)
H (-1.91828, 0.88201, -1.23929)

## Properties
HOMO (alpha / beta) in Eh: -0.252 / -0.352
LUMO energy (alpha / beta) in eV: 0.16 / -2.64
Kohn-Sham gap (alpha / beta) in eV: 7.0 / 7.0
Spin multiplicity: 4
⟨S²⟩: 3.76

Mulliken population analysis, charges in e, atoms 1 to 5:
1 O -0.065
2 O 0.048
3 H 0.397
4 O -0.521
5 C -1.119



#2
A 2-piece molecular cluster, C9H13O5 overall. Source: OMol25; level of theory: ωB97M-V/def2-TZVPD.

Atoms and positions in Å:
O (-2.14822, -6.20389, -3.82584)
O (-3.46092, -5.73305, -3.70196)
H (-1.73619, -6.25363, -2.93425)
O (-2.42659, -3.55363, -0.55215)
C (-1.44045, -3.19027, -1.19335)
C (-0.15119, -2.59671, -0.68487)
C (0.29100, -1.27332, -1.33754)
O (0.89723, -2.53384, -1.68043)
C (1.02257, -0.30139, -0.51131)
C (0.36582, 0.74281, 0.10309)
C (1.15515, 1.56850, 1.01149)
O (2.36473, 1.40215, 1.19337)
C (0.36655, 2.66108, 1.68225)
C (0.20380, 3.82313, 0.73652)
C (1.10504, 3.13136, 2.90482)
H (-1.43556, -3.08713, -2.32353)
H (0.15089, -2.67864, 0.39219)
H (-0.31186, -0.76940, -2.10302)
H (2.06306, -0.50057, -0.21550)
H (-0.72071, 0.90315, -0.01134)
H (-0.61715, 2.27886, 1.95296)
H (-0.30255, 3.56521, -0.18914)
H (-0.34479, 4.64697, 1.19768)
H (1.18084, 4.21475, 0.45148)
H (1.24115, 2.31766, 3.61013)
H (2.09779, 3.47233, 2.61981)
H (0.59057, 3.94751, 3.40845)

## Properties
HOMO (alpha / beta) in Eh: -0.245 / -0.358
LUMO energy (alpha / beta) in eV: 0.52 / -3.20
Kohn-Sham gap (alpha / beta) in eV: 7.2 / 6.5
Spin multiplicity: 4
⟨S²⟩: 3.78

Mulliken population analysis, charges in e, atoms 1 to 5:
1 O -0.232
2 O -0.136
3 H 0.367
4 O -0.514
5 C -0.176



We find #1 to be the most stable, with the next structure 193.5 kJ/mol higher.



#1
A 3-piece molecular cluster, C3H10NO4 overall. Source: OMol25; level of theory: ωB97M-V/def2-TZVPD.

Atoms and positions in Å:
C (0.69735, 1.91765, 0.54600)
N (1.70474, 0.87288, 0.54453)
C (1.26034, -0.36200, -0.10238)
C (0.66620, -0.11836, -1.54032)
O (-0.55199, -0.39169, -1.70988)
O (1.48675, 0.35592, -2.34594)
H (0.06873, 1.94605, -0.35459)
H (1.19144, 2.88822, 0.56297)
H (0.06182, 1.80458, 1.42750)
H (2.52870, 1.17855, 0.05215)
H (0.52209, -0.88023, 0.51418)
H (2.14720, -0.97795, -0.24262)
H (-1.63449, 0.02048, 0.28014)
H (-2.52630, -0.48940, -0.74894)
O (-2.56787, -0.22179, 0.18260)
H (-2.29143, -2.23543, 1.36063)
H (-1.17415, -2.42838, 0.40955)
O (-1.58913, -2.87908, 1.16442)

## Properties
Net charge: -1
HOMO in Eh: -0.159
LUMO energy in eV: 3.86
Kohn-Sham gap in eV: 8.2

Mulliken population analysis, charges in e, atoms 1 to 5:
1 C -0.866
2 N -0.416
3 C -0.535
4 C 0.498
5 O -0.710



#2
A 3-piece molecular cluster, C3H10NO4 overall. Source: OMol25; level of theory: ωB97M-V/def2-TZVPD.

Atoms and positions in Å:
C (-0.34414, -1.25014, 0.88116)
N (-1.07847, -0.66751, -0.31870)
C (-0.73924, 0.70844, -0.70814)
O (0.40417, 1.10219, -0.88658)
O (-1.73514, 1.23287, -1.20120)
C (-0.35590, -0.52389, 2.20524)
H (-0.83878, -2.27523, 0.95750)
H (0.72004, -1.26760, 0.70352)
H (-2.06570, -0.92684, -0.29768)
H (0.67194, -0.63155, 2.60616)
H (-1.14695, -0.79683, 2.99866)
H (-0.52747, 0.59027, 1.91999)
H (1.27624, 2.07304, 1.70669)
H (1.64377, 2.56690, 0.17869)
O (1.80861, 2.60154, 1.20898)
H (0.88966, -2.50169, -0.87017)
H (1.41192, -2.05167, -2.10522)
O (1.29114, -2.90068, -1.60080)

## Properties
Net charge: -1
HOMO in Eh: -0.155
LUMO energy in eV: 3.73
Kohn-Sham gap in eV: 8.0

Mulliken population analysis, charges in e, atoms 1 to 5:
1 C -0.501
2 N -0.157
3 C 0.473
4 O -0.711
5 O -0.760



#3
A 3-piece molecular cluster, C3H10NO4 overall. Source: OMol25; level of theory: ωB97M-V/def2-TZVPD.

Atoms and positions in Å:
C (-0.30385, -0.32993, 1.93518)
N (0.87137, -0.54751, 1.17762)
C (0.91362, -0.13393, -0.24607)
O (-0.07811, 0.28471, -0.88085)
O (2.02072, -0.22907, -0.68758)
C (-0.97200, -1.78381, 2.40816)
H (-0.02157, 0.14583, 2.92794)
H (-0.98610, 0.21781, 1.26910)
H (1.74805, -0.88364, 1.50586)
H (-1.99288, -1.53614, 2.72556)
H (-0.17887, -2.29132, 3.03915)
H (-0.96475, -2.51089, 1.59322)
H (-0.83753, -0.83505, -2.77864)
H (-1.47896, -0.22457, -1.80737)
O (-1.57224, -0.37878, -2.78400)
H (-0.02466, 1.96247, -1.10422)
H (-1.07826, 2.82370, -0.37698)
O (-0.13420, 2.87944, -0.62515)

## Properties
Net charge: -1
HOMO in Eh: -0.172
LUMO energy in eV: 3.79
Kohn-Sham gap in eV: 8.5

Mulliken population analysis, charges in e, atoms 1 to 5:
1 C -0.408
2 N -0.147
3 C 0.553
4 O -0.854
5 O -0.717



We find #1 to be the most stable, with the next structure 79.4 kJ/mol higher.



#1
A 9-piece molecular cluster, BrH16O8 overall. Source: OMol25; level of theory: ωB97M-V/def2-TZVPD.

Atoms and positions in Å:
Br (0.21154, 0.12919, -0.34802)
O (2.15883, -1.31920, 4.19912)
H (1.68660, -1.17506, 3.37909)
H (3.02179, -1.63172, 3.92737)
O (1.50904, 5.27097, -1.38235)
H (2.39780, 5.46576, -1.67966)
H (1.36633, 4.35856, -1.63409)
O (-1.27626, -4.87327, 1.91715)
H (-0.66791, -5.60090, 2.04639)
H (-0.72477, -4.14905, 1.62118)
O (0.27550, 4.16272, 3.77521)
H (0.20859, 5.00622, 3.32771)
H (0.59561, 3.55979, 3.10422)
O (4.82830, -3.22349, 0.59668)
H (4.18951, -2.66300, 0.15620)
H (4.70810, -4.08473, 0.19662)
O (-4.97354, -0.91395, 0.63081)
H (-4.95359, -1.27959, 1.51519)
H (-4.05296, -0.85122, 0.37623)
O (-3.51970, 3.88010, -3.65709)
H (-4.13477, 3.19548, -3.92018)
H (-2.76539, 3.40434, -3.30939)
O (-0.24789, -2.53645, -5.02618)
H (-0.17108, -2.07345, -4.19193)
H (0.33041, -2.05807, -5.62028)

## Properties
Net charge: -1
HOMO in Eh: -0.164
LUMO energy in eV: 2.65
Kohn-Sham gap in eV: 7.1

Mulliken population analysis, charges in e, atoms 1 to 5:
1 Br -0.984
2 O -0.656
3 H 0.338
4 H 0.313
5 O -0.648



#2
A 9-piece molecular cluster, BrH16O8 overall. Source: OMol25; level of theory: ωB97M-V/def2-TZVPD.

Atoms and positions in Å:
Br (0.08092, 0.10700, -0.26160)
O (-2.26908, -0.81900, 2.16940)
H (-1.80308, -0.04800, 1.88740)
H (-3.08408, -0.46700, 1.87140)
O (-1.19608, -3.17900, 0.92140)
H (-0.49008, -3.36900, 0.34840)
H (-1.02608, -2.25000, 0.94540)
O (1.49392, 0.51500, -3.27660)
H (1.09992, 0.86700, -2.49860)
H (1.09892, -0.36800, -3.37060)
O (0.48892, 2.15100, 2.33340)
H (0.65092, 3.10000, 2.30140)
H (0.27192, 1.92200, 1.43640)
O (0.72892, -0.67100, 2.84340)
H (1.49792, -1.24300, 2.57040)
H (0.54492, -0.49200, 1.95140)
O (-0.15008, 3.44600, -0.10760)
H (-0.20708, 2.64800, -0.59360)
H (0.76492, 3.74400, -0.30860)
O (3.01192, -1.37400, -1.27760)
H (2.18392, -0.90400, -1.39360)
H (3.00392, -2.12400, -1.85260)
O (-2.24508, -0.53600, -2.58860)
H (-2.92408, -0.18600, -2.07660)
H (-1.52708, -0.47000, -1.97360)

## Properties
Net charge: -1
HOMO in Eh: -0.234
LUMO energy in eV: 3.07
Kohn-Sham gap in eV: 9.4

Mulliken population analysis, charges in e, atoms 1 to 5:
1 Br -0.828
2 O -0.567
3 H 0.284
4 H 0.277
5 O -0.628



We find #2 to be the most stable, with the next structure 59.8 kJ/mol higher.